ORCA calculation (ωB97M-V/def2-TZVPD) on a structure of composition C16H28IN6PbSbSe4.

Output
Energy above the lowest of the compared OMol25 structures with the same formula, charge and spin in eV: 1.5501
LUMO in Ha: -0.01388
Spin multiplicity: 1
Total charge: 0
HOMO in eV: -7.3
Kohn-Sham gap in Eh: 0.2548

Cartesian coordinates (Å):
Pb -0.290 0.434 -0.892
N 1.436 1.857 0.550
C 1.028 2.375 1.858
C -0.350 3.019 1.749
N -1.346 2.117 1.207
C -2.092 1.285 2.132
C -1.468 -0.092 2.328
N -1.331 -0.792 1.049
H 2.282 1.307 0.601
H 1.609 2.620 -0.099
H 1.735 3.108 2.259
H 1.001 1.535 2.557
H -0.272 3.872 1.068
H -0.639 3.417 2.732
H -1.984 2.588 0.574
H -3.098 1.155 1.722
H -2.205 1.768 3.112
H -2.072 -0.659 3.044
H -0.467 -0.002 2.749
H -2.220 -1.135 0.699
H -0.686 -1.571 1.132
Se -1.300 0.955 -4.630
Sb -0.913 3.279 -4.602
Se -3.465 2.358 -1.537
Se 0.140 3.819 -2.264
Se -2.236 4.120 -2.296
C 1.076 -3.490 1.731
N 1.283 -2.068 1.993
C 1.432 -1.854 3.424
C 2.480 -1.583 1.294
C 2.452 -1.763 -0.209
C 3.424 -2.594 -0.761
C 3.465 -2.850 -2.125
C 2.513 -2.276 -2.947
C 1.542 -1.447 -2.391
C 1.480 -1.153 -1.025
H 1.920 -4.104 2.087
H 0.958 -3.662 0.663
H 0.178 -3.829 2.250
H 2.323 -2.361 3.827
H 0.556 -2.233 3.950
H 1.525 -0.786 3.634
H 3.379 -2.067 1.708
H 2.580 -0.527 1.550
H 4.157 -3.060 -0.110
H 4.230 -3.499 -2.533
H 2.520 -2.466 -4.013
H 0.813 -1.012 -3.073
I -3.748 -4.952 -3.818
C -3.128 -3.157 -3.028
C -3.685 -1.913 -3.235
N -2.955 -1.048 -2.518
N -1.942 -1.644 -1.871
C -2.039 -2.931 -2.174
H -4.516 -1.594 -3.839
H -3.017 -0.029 -2.523
H -1.327 -3.641 -1.785

ORCA calculation (ωB97M-V/def2-TZVPD) on a cluster of 2 separate species, C10H16 in total.

Output
Energy above the lowest of the compared OMol25 structures with the same formula, charge and spin in eV: 1.2006
LUMO in Ha: 0.03715
Spin multiplicity: 1
Total charge: 0
HOMO in eV: -9.1
Kohn-Sham gap in Eh: 0.3702
SMILES: Cc1ccccc1.CCC

Cartesian coordinates (Å):
C -2.712 1.519 -1.277
C -1.563 0.590 -1.594
C -1.748 -0.617 -2.271
C -0.688 -1.532 -2.259
C 0.582 -1.173 -1.837
C 0.792 0.090 -1.358
C -0.302 0.948 -1.154
H -3.175 1.292 -0.292
H -3.528 1.369 -1.971
H -2.341 2.515 -1.011
H -2.649 -1.049 -2.684
H -0.917 -2.490 -2.709
H 1.414 -1.832 -2.086
H 1.735 0.612 -1.219
H -0.077 1.984 -0.948
C 1.498 -1.470 2.719
C 0.823 -0.303 2.052
C 1.711 1.013 1.970
H 1.499 -1.214 3.787
H 0.914 -2.345 2.454
H 2.537 -1.574 2.406
H 0.588 -0.304 0.967
H -0.088 0.026 2.570
H 1.727 1.563 2.906
H 2.703 0.730 1.635
H 1.263 1.654 1.205

ORCA calculation (ωB97M-V/def2-TZVPD) on a structure of composition C50H54N5O2P2ReSSe.

Output
Energy above the lowest of the compared OMol25 structures with the same formula, charge and spin in eV: 0.2263
LUMO (spin up / spin down) in Ha: -0.14861 / -0.13429
Spin multiplicity: 2
Total charge: +1
HOMO (spin up / spin down) in eV: -10.1 / -10.1
Kohn-Sham gap (spin up / spin down) in Eh: 0.2227 / 0.2362

Cartesian coordinates (Å):
Re 0.414 0.402 0.869
C 2.694 1.849 -1.188
P 1.239 0.815 -1.745
C -0.002 2.036 -2.240
C -0.583 2.221 -3.491
C -1.525 3.228 -3.664
C -1.902 4.025 -2.586
C -1.375 3.803 -1.319
C -0.450 2.788 -1.176
C 1.940 0.249 -3.349
C 2.364 1.248 -4.234
C 2.981 0.908 -5.426
C 3.195 -0.430 -5.748
C 2.782 -1.421 -4.875
C 2.156 -1.085 -3.676
C 3.228 1.390 0.122
C 4.482 1.400 0.633
C 4.421 0.818 1.958
C 3.132 0.486 2.190
C 2.424 -0.213 3.303
P 1.250 -1.294 2.382
C 0.044 -2.004 3.544
C -0.777 -1.120 4.255
C -1.774 -1.608 5.089
C -1.973 -2.976 5.215
C -1.171 -3.858 4.504
C -0.171 -3.377 3.670
C 2.413 -2.589 1.881
C 2.934 -2.634 0.591
C 3.881 -3.592 0.254
C 4.312 -4.506 1.202
C 3.832 -4.435 2.506
C 2.897 -3.471 2.849
N 2.368 0.829 1.061
H 2.371 2.891 -1.166
H 3.472 1.758 -1.937
H -0.292 1.599 -4.331
H -1.959 3.398 -4.644
H -2.637 4.810 -2.724
H -1.692 4.384 -0.460
H 0.205 3.091 0.825
H 2.213 2.294 -3.993
H 3.300 1.688 -6.105
H 3.687 -0.690 -6.676
H 2.950 -2.464 -5.121
H 1.831 -1.854 -2.994
H 5.367 1.769 0.129
H 5.251 0.662 2.637
H 1.858 0.460 3.942
H 3.104 -0.802 3.911
H -0.639 -0.049 4.157
H -2.400 -0.914 5.637
H -2.754 -3.356 5.862
H -1.324 -4.926 4.596
H 0.438 -4.078 3.116
H 2.612 -1.914 -0.145
H 4.287 -3.617 -0.751
H 5.041 -5.263 0.936
H 4.192 -5.126 3.258
H 2.560 -3.399 3.877
O 0.170 1.452 2.639
N 0.317 2.706 3.082
N 0.481 3.553 2.203
O 0.107 2.419 0.025
C 0.575 4.883 2.756
C 1.464 5.759 2.154
C 1.553 7.068 2.613
C 0.743 7.496 3.658
C -0.149 6.611 4.248
C -0.236 5.300 3.800
H 2.092 5.405 1.344
H 2.258 7.750 2.156
H 0.800 8.520 4.005
H -0.781 6.941 5.063
H -0.929 4.599 4.250
C -1.470 -6.074 -0.304
N -1.346 -4.628 -0.509
C -1.932 -3.832 0.560
C -0.513 -4.087 -1.426
S 0.204 -2.550 -1.246
N -0.287 -4.848 -2.534
C -1.370 -5.604 -3.172
C 0.842 -4.578 -3.412
H -1.261 -6.290 0.746
H -0.751 -6.612 -0.908
H -2.476 -6.432 -0.530
H -2.930 -4.221 0.781
H -2.011 -2.797 0.254
H -1.326 -3.882 1.467
H -2.318 -5.393 -2.686
H -1.192 -6.680 -3.161
H -1.446 -5.285 -4.214
H 1.699 -4.251 -2.832
H 0.598 -3.810 -4.154
H 1.095 -5.503 -3.932
C -5.730 3.529 -2.376
C -4.750 2.683 -1.600
C -4.458 2.957 -0.271
C -3.584 2.164 0.469
C -3.292 2.497 1.914
C -3.000 1.070 -0.163
Se -1.935 -0.118 0.908
C -3.258 0.763 -1.502
C -2.619 -0.420 -2.188
C -4.129 1.591 -2.200
H -5.935 4.471 -1.866
H -6.680 3.003 -2.496
H -5.354 3.752 -3.377
H -4.922 3.813 0.212
H -3.604 3.516 2.148
H -2.229 2.400 2.144
H -3.828 1.820 2.589
H -1.534 -0.321 -2.236
H -2.999 -0.529 -3.204
H -2.818 -1.353 -1.648
H -4.335 1.370 -3.244

ORCA calculation (ωB97M-V/def2-TZVPD) on a cluster of 11 separate species, C3H29N2O10 in total.

Output
Energy above the lowest of the compared OMol25 structures with the same formula, charge and spin in eV: 0.0000
LUMO in Ha: -0.08306
Spin multiplicity: 1
Total charge: +1
HOMO in eV: -11.6
Kohn-Sham gap in Eh: 0.3438

Cartesian coordinates (Å):
C 0.451 2.781 1.101
C 0.644 1.323 0.831
C 1.840 0.878 0.439
N 2.107 -0.518 0.061
N -0.469 0.538 1.029
H 1.394 3.283 1.328
H -0.242 2.927 1.927
H 0.043 3.271 0.222
H 2.702 1.516 0.373
H 2.226 -1.166 0.865
H 2.920 -0.544 -0.540
H 1.342 -0.932 -0.465
H -1.384 0.999 0.987
H -0.486 -0.415 0.680
H 0.547 -1.487 4.521
H 1.667 -2.352 5.071
O 0.979 -2.364 4.392
H 1.374 -2.604 2.787
H 2.037 -3.645 1.823
O 1.651 -2.762 1.826
H 0.226 -0.398 -4.527
H -0.424 -0.535 -3.122
O 0.317 -0.081 -3.625
H -1.109 -0.052 5.140
H -0.499 0.274 3.728
O -0.288 -0.042 4.625
H -3.843 1.407 -2.841
H -2.314 1.831 -2.506
O -3.090 1.286 -2.229
H 1.815 -0.656 -2.964
H 3.280 -1.136 -3.304
O 2.644 -0.999 -2.577
H -1.409 -1.230 -1.322
H -2.316 -0.339 -2.251
O -1.679 -1.090 -2.264
H -0.522 -3.069 -0.577
H 0.281 -2.623 0.678
O -0.206 -2.283 -0.116
H -3.225 1.167 -0.481
H -3.991 1.620 0.798
O -3.209 1.151 0.488
H -0.662 3.056 -3.709
H -0.310 1.604 -3.290
O -0.808 2.411 -3.009

ORCA calculation (ωB97M-V/def2-TZVPD) on the molecule C13H14N2.

Output
Energy above the lowest of the compared OMol25 structures with the same formula, charge and spin in eV: 1.8035
LUMO in Ha: -0.02037
Spin multiplicity: 1
Total charge: 0
HOMO in eV: -9.2
Kohn-Sham gap in Eh: 0.3164
SMILES: CC1=C(C)[C@@H]2CCC[C@H]1C(C#N)=C2C#N

Cartesian coordinates (Å):
C 0.399 1.842 -0.943
C -0.314 0.554 -0.517
C -1.662 0.406 -0.246
C -2.727 1.498 -0.346
C -2.103 -0.894 0.441
C -1.682 -0.889 1.956
C -0.207 -1.194 2.267
C 0.880 -0.583 1.323
C 0.560 -0.640 -0.165
C -0.116 -1.959 -0.555
C 0.708 -2.920 -1.247
N 1.472 -3.623 -1.767
C -1.440 -2.085 -0.183
C -2.173 -3.296 -0.400
N -2.781 -4.251 -0.609
H -0.253 2.481 -1.523
H 1.285 1.599 -1.585
H 0.695 2.376 -0.051
H -3.451 1.515 0.467
H -2.309 2.484 -0.429
H -3.320 1.307 -1.272
H -3.199 -0.951 0.385
H -1.976 0.049 2.386
H -2.247 -1.702 2.438
H -0.092 -2.302 2.161
H 0.067 -0.920 3.321
H 1.788 -1.166 1.526
H 1.113 0.434 1.665
H 1.450 -0.549 -0.788

ORCA calculation (ωB97M-V/def2-TZVPD) on the molecule C3H6N2OS.

Output
Energy above the lowest of the compared OMol25 structures with the same formula, charge and spin in eV: 2.1685
LUMO in Ha: 0.01571
Spin multiplicity: 1
Total charge: 0
HOMO in eV: -8.6
Kohn-Sham gap in Eh: 0.3330
SMILES: C/N=C1\NSCO1

Cartesian coordinates (Å):
C -2.767 -0.446 0.016
N -1.830 0.674 -0.120
C -0.613 0.397 -0.012
N -0.017 -0.849 0.311
S 1.659 -0.841 -0.162
C 1.616 0.924 0.240
O 0.321 1.370 -0.174
H -3.801 -0.086 -0.085
H -2.665 -1.247 -0.756
H -2.710 -0.978 1.014
H -0.528 -1.701 0.003
H 1.737 1.041 1.317
H 2.365 1.453 -0.307

ORCA calculation (ωB97M-V/def2-TZVPD) on a structure of composition C21H41BClN5O5S.

Output
LUMO in Ha: -0.01653
Spin multiplicity: 1
Total charge: 0
HOMO in eV: -8.6
Kohn-Sham gap in Eh: 0.3003

Cartesian coordinates (Å):
N 4.558 -2.799 -2.945
B 4.122 -2.271 -1.666
O 4.997 -2.197 -0.591
C 2.609 -1.800 -1.500
C 1.770 -2.562 -0.744
C 0.390 -2.229 -0.586
C -0.137 -1.125 -1.183
C -1.603 -0.787 -1.060
C -2.393 -1.190 -2.322
C -2.057 -2.536 -2.907
Cl -2.462 -3.884 -1.803
C 0.708 -0.296 -1.970
N 0.375 0.814 -2.628
S 1.701 1.336 -3.359
N 2.756 0.219 -2.890
C 2.082 -0.636 -2.122
H 3.845 -2.658 -3.652
H 4.664 -3.809 -2.881
H 5.042 -3.049 -0.145
H 2.118 -3.464 -0.257
H -0.276 -2.830 0.008
H -1.711 0.288 -0.947
H -1.990 -1.245 -0.154
H -3.452 -1.205 -2.071
H -2.249 -0.415 -3.068
H -1.019 -2.649 -3.196
H -2.651 -2.686 -3.802
C -5.985 -3.693 3.934
O -4.907 -4.189 4.705
C -4.568 -5.543 4.427
C -3.201 -5.635 3.785
N -3.219 -5.093 2.432
C -1.901 -4.943 1.824
C -0.936 -3.942 2.452
O -1.347 -2.592 2.329
C -2.207 -2.116 3.349
H -6.226 -2.701 4.311
H -5.721 -3.608 2.874
H -6.869 -4.330 4.034
H -5.328 -6.022 3.803
H -4.541 -6.072 5.384
H -2.896 -6.684 3.743
H -2.496 -5.099 4.436
H -3.671 -4.188 2.449
H -2.063 -4.630 0.790
H -1.418 -5.925 1.790
H 0.008 -4.014 1.903
H -0.702 -4.180 3.496
H -2.011 -2.603 4.307
H -3.259 -2.246 3.081
H -2.025 -1.046 3.460
C 0.998 4.242 0.485
O 2.373 4.539 0.335
C 2.948 4.013 -0.856
C 3.351 5.123 -1.802
N 2.179 5.787 -2.360
C 2.477 7.005 -3.110
C 3.063 8.188 -2.345
O 2.178 8.765 -1.404
C 2.183 8.173 -0.118
H 0.695 4.587 1.472
H 0.386 4.756 -0.265
H 0.816 3.165 0.419
H 2.269 3.312 -1.346
H 3.846 3.460 -0.564
H 3.942 4.699 -2.619
H 3.993 5.816 -1.241
H 1.546 6.020 -1.606
H 1.540 7.339 -3.561
H 3.151 6.751 -3.934
H 3.272 8.974 -3.077
H 4.023 7.946 -1.872
H 3.165 7.769 0.142
H 1.431 7.384 -0.035
H 1.925 8.949 0.604

ORCA calculation (ωB97M-V/def2-TZVPD) on the molecule C4H9NOS.

Output
Energy above the lowest of the compared OMol25 structures with the same formula, charge and spin in eV: 0.7132
LUMO in Ha: 0.02690
Spin multiplicity: 1
Total charge: 0
HOMO in eV: -9.2
Kohn-Sham gap in Eh: 0.3632
SMILES: CNC(=O)CCS

Cartesian coordinates (Å):
C -0.144 1.329 1.939
N -0.137 1.796 0.579
C -0.062 0.953 -0.516
O 0.070 1.474 -1.609
C -0.141 -0.544 -0.337
C 0.131 -1.253 -1.662
S 0.952 -2.913 -1.343
H 0.845 1.357 2.408
H -0.791 1.900 2.607
H -0.532 0.316 1.958
H 0.107 2.729 0.304
H -1.153 -0.846 -0.047
H 0.474 -0.869 0.499
H -0.785 -1.336 -2.232
H 0.929 -0.833 -2.257
H 0.239 -3.261 -0.293

ORCA calculation (ωB97M-V/def2-TZVPD) on the molecule C22H21N3O5S.

Output
Energy above the lowest of the compared OMol25 structures with the same formula, charge and spin in eV: 3.0716
LUMO in Ha: 0.00342
Spin multiplicity: 1
Total charge: 0
HOMO in eV: -8.5
Kohn-Sham gap in Eh: 0.3171
SMILES: Cc1ccc2oc(C(=O)Nc3ccc(S(=O)(=O)Nc4onc(C)c4C)cc3)c(C)c2c1

Cartesian coordinates (Å):
C 4.338 0.203 1.290
C 2.876 -0.102 1.424
C 1.938 0.924 1.243
C 0.580 0.708 1.330
C 0.166 -0.586 1.606
O -1.099 -1.033 1.741
C -1.010 -2.374 2.020
C -2.256 -3.123 2.242
O -2.332 -4.107 2.950
N -3.370 -2.593 1.638
C -3.357 -1.680 0.581
C -4.162 -0.542 0.612
C -4.031 0.414 -0.377
C -3.128 0.208 -1.402
S -2.827 1.523 -2.552
O -2.302 1.032 -3.786
O -3.927 2.439 -2.578
N -1.601 2.388 -1.719
C -0.292 1.999 -1.845
O -0.037 0.683 -1.892
N 1.314 0.505 -1.997
C 1.866 1.688 -2.008
C 3.333 1.870 -2.134
C 0.881 2.709 -1.913
C 1.085 4.182 -1.884
C -2.389 -0.955 -1.499
C -2.507 -1.904 -0.504
C 0.292 -2.795 2.086
C 0.791 -4.162 2.371
C 1.084 -1.635 1.802
C 2.451 -1.385 1.705
H 4.568 1.187 1.694
H 4.622 0.196 0.238
H 4.939 -0.539 1.808
H 2.297 1.921 1.031
H -0.138 1.500 1.186
H -4.259 -2.915 1.996
H -4.848 -0.394 1.432
H -4.606 1.326 -0.366
H -1.747 3.386 -1.738
H 3.812 0.897 -2.192
H 3.721 2.420 -1.279
H 3.561 2.437 -3.036
H 1.385 4.513 -0.889
H 0.168 4.702 -2.157
H 1.868 4.465 -2.584
H -1.726 -1.091 -2.337
H -1.922 -2.810 -0.541
H 1.474 -4.138 3.219
H -0.039 -4.823 2.604
H 1.338 -4.549 1.511
H 3.163 -2.184 1.849

ORCA calculation (ωB97M-V/def2-TZVPD) on the molecule C20H27FN2O2.

Output
Energy above the lowest of the compared OMol25 structures with the same formula, charge and spin in eV: 0.2386
LUMO in Ha: 0.01915
Spin multiplicity: 1
Total charge: 0
HOMO in eV: -8.9
Kohn-Sham gap in Eh: 0.3449
SMILES: O=C(NC1CCCCCC1)[C@@H]1CCC(=O)N(Cc2ccccc2F)C1

Cartesian coordinates (Å):
O -0.205 -0.144 -1.322
C 0.033 1.044 -1.365
N -0.880 1.995 -1.066
C -2.217 1.704 -0.547
C -3.021 0.950 -1.610
C -4.420 0.527 -1.165
C -4.392 -0.632 -0.167
C -4.325 -0.208 1.302
C -3.397 0.974 1.592
C -2.095 0.966 0.791
C 1.411 1.606 -1.721
C 1.950 1.093 -3.057
C 2.113 -0.420 -3.035
C 2.654 -1.012 -1.750
O 3.005 -2.177 -1.708
N 2.692 -0.221 -0.653
C 3.005 -0.825 0.633
C 1.737 -1.068 1.410
C 0.843 -2.051 1.001
C -0.342 -2.260 1.683
C -0.656 -1.490 2.791
C 0.211 -0.499 3.213
C 1.386 -0.301 2.511
F 2.222 0.688 2.925
C 2.400 1.191 -0.629
H -0.601 2.961 -1.097
H -2.691 2.676 -0.366
H -3.101 1.596 -2.488
H -2.457 0.063 -1.897
H -4.959 1.378 -0.744
H -4.962 0.207 -2.057
H -5.290 -1.242 -0.296
H -3.538 -1.268 -0.404
H -5.327 0.056 1.649
H -3.998 -1.071 1.885
H -3.158 0.960 2.657
H -3.923 1.911 1.398
H -1.320 1.474 1.371
H -1.753 -0.052 0.616
H 1.364 2.700 -1.746
H 1.279 1.379 -3.871
H 2.917 1.570 -3.238
H 1.139 -0.899 -3.165
H 2.751 -0.756 -3.854
H 3.497 -1.778 0.421
H 3.687 -0.172 1.183
H 1.090 -2.643 0.135
H -1.023 -3.027 1.349
H -1.578 -1.655 3.327
H -0.008 0.121 4.068
H 3.333 1.761 -0.756
H 1.988 1.441 0.354

> What is the total charge in the ninth record?

0